1.
Formula: C2H12Si3
Source: the Open Molecules 2025 dataset
Level of theory: ωB97M-V/def2-TZVPD

```
! RIJCOSX wB97M-V def2-TZVPD def2/J DEFGRID3
* xyz 0 1
C -1.2169 -0.2585 1.3273
C -0.4756 0.8902 1.9378
Si -0.1267 -1.0455 -2.6842
Si 1.3872 0.7078 1.5610
Si 1.1252 0.6019 -1.7913
H -0.8022 -0.5120 0.2266
H -0.9063 -1.0466 2.0340
H -2.2376 -0.1059 1.3121
H -0.6379 1.0810 2.9794
H -0.8289 1.8710 1.4920
H 0.0470 -1.2167 -4.1976
H -0.4345 -2.5663 -2.4560
H -1.4979 -0.3987 -2.6838
H 2.2574 1.7393 2.1989
H 1.7528 -0.6773 1.5480
H 2.7293 0.4340 -1.8623
H 0.9214 1.9503 -2.4638
*
```

Gap between HOMO and LUMO = 6.99 eV
Highest occupied orbital energy = -7.73 eV
Energy above the lowest of the compared OMol25 structures with the same formula, charge and spin = 61.4 kcal/mol

Löwdin atomic charge list, values in e, 8 entries:
1 C -0.2208
2 C -0.5068
3 Si 0.2678
4 Si 0.7199
5 Si 0.2982
6 H 0.0409
7 H 0.0698
8 H 0.0364

=====

2.
Formula: C2H6N4O2
Source: the Open Molecules 2025 dataset
Level of theory: ωB97M-V/def2-TZVPD

```
! RIJCOSX wB97M-V def2-TZVPD def2/J DEFGRID3
* xyz 0 1
C 1.1744 0.9915 -0.4120
C -0.0658 0.9273 -0.9720
N 1.6207 -0.1068 0.3198
N -0.6747 -0.3833 0.9775
N -1.0133 0.0580 -0.4645
N 0.6149 -0.8617 1.0615
O -2.3558 0.4798 -0.4549
O 0.7423 -2.1693 0.4720
H 1.9728 1.5989 -0.6074
H -0.5855 1.5584 -1.6880
H 2.4824 -0.0520 0.8272
H -1.4403 -0.9738 1.2119
H -2.4590 1.3952 -0.2509
H -0.0132 -2.4623 -0.0203
*
```

Gap between HOMO and LUMO = 8.63 eV
SMILES = On1cc[nH]n(O)[nH]1
Highest occupied orbital energy = -7.69 eV
Energy above the lowest of the compared OMol25 structures with the same formula, charge and spin = 168.7 kcal/mol

Löwdin atomic charge list, values in e, 8 entries:
1 C -0.1046
2 C -0.1096
3 N 0.0199
4 N 0.0479
5 N -0.1845
6 N -0.1647
7 O -0.0159
8 O -0.0491

=====

3.
Formula: C7H9O2
Source: the Open Molecules 2025 dataset
Level of theory: ωB97M-V/def2-TZVPD

```
! RIJCOSX wB97M-V def2-TZVPD def2/J DEFGRID3
* xyz -1 1
C 2.1437 -0.0481 1.2065
C 1.7940 -1.1900 0.7879
C 1.8423 0.9065 -0.0283
C 0.6335 0.6072 -0.6033
C -1.6125 1.0804 0.0725
C -1.2550 -1.1707 -0.7601
C -0.5473 -0.0138 0.0354
O 1.6531 -2.2795 0.3187
O 2.7265 1.7016 -0.4387
H 2.6484 0.2270 2.2251
H 0.2190 1.0829 -1.5375
H -1.6768 1.5495 -0.8417
H -1.3523 1.7853 0.8242
H -2.5740 0.8017 0.3298
H -0.7261 -1.9400 -1.3919
H -2.0673 -0.8118 -1.2867
H -1.5517 -1.9261 0.0315
H -0.2975 -0.3620 1.0567
*
```

Gap between HOMO and LUMO = 6.48 eV
SMILES = CC(C)/C=C(/[O-])C=C=O
Highest occupied orbital energy = -2.58 eV
Energy above the lowest of the compared OMol25 structures with the same formula, charge and spin = 45.5 kcal/mol

Löwdin atomic charge list, values in e, 8 entries:
1 C -0.0439
2 C -0.3152
3 C -0.5252
4 C -0.1187
5 C -0.1087
6 C -0.0880
7 C -0.4433
8 O 0.0850

=====

4.
Formula: C4H5N4O3
Source: the Open Molecules 2025 dataset
Level of theory: ωB97M-V/def2-TZVPD

```
! RIJCOSX wB97M-V def2-TZVPD def2/J DEFGRID3
* xyz 1 1
C -1.4651 0.6455 -0.2238
C -0.3516 -1.1052 1.3260
C -0.0337 1.0818 -0.5885
C 0.8054 -0.4593 -0.7803
N 0.9373 2.0899 1.3813
N 0.5032 1.6818 0.4647
N -1.4581 -0.4750 0.5824
N 0.7562 -1.1069 0.5349
O -2.4918 1.2279 -0.4921
O -0.5708 -1.6870 2.3265
O 2.1124 -0.3987 -1.1917
H -0.2063 1.6383 -1.6180
H 0.1069 -0.8994 -1.6112
H -2.3738 -0.8176 1.0333
H 1.6327 -1.3535 0.9577
H 2.0971 -0.0626 -2.1011
*
```

Gap between HOMO and LUMO = 9.23 eV
SMILES = N#[N+][C@@H]1C(=O)NC(=O)N[C@@H]1O
Highest occupied orbital energy = -15.07 eV
Energy above the lowest of the compared OMol25 structures with the same formula, charge and spin = 0.0 kcal/mol

Löwdin atomic charge list, values in e, 8 entries:
1 C -0.4358
2 C -0.5066
3 C -0.0900
4 C -0.2411
5 N 0.4689
6 N 0.0907
7 N 0.1847
8 N 0.1556

=====

5.
Formula: C2H4O3P
Source: the Open Molecules 2025 dataset
Level of theory: ωB97M-V/def2-TZVPD

```
! RIJCOSX wB97M-V def2-TZVPD def2/J DEFGRID3
* xyz -1 1
C -1.5152 -0.0508 0.0528
C -0.1803 0.7355 -0.1198
O -2.5561 0.6267 0.2264
O -1.2708 -1.2795 0.0856
O 2.6282 0.0727 0.0428
P 1.2067 -0.4846 0.0043
H -0.0968 1.2144 -1.0860
H -0.0235 1.8054 0.5456
H 1.0609 -1.2228 1.1311
H 0.7468 -1.4170 -0.8829
*
```

Gap between HOMO and LUMO = 8.87 eV
SMILES = O=[PH2]CC(=O)[O-]
Highest occupied orbital energy = -4.71 eV
Energy above the lowest of the compared OMol25 structures with the same formula, charge and spin = 35.9 kcal/mol

Löwdin atomic charge list, values in e, 8 entries:
1 C -0.8001
2 C -0.2672
3 O -0.0862
4 O -0.1433
5 O -0.5438
6 P 0.6716
7 H 0.0458
8 H 0.1473

=====

6.
Formula: C17H16BrN3O12P2RuS
Source: the Open Molecules 2025 dataset
Level of theory: ωB97M-V/def2-TZVPD

```
! RIJCOSX wB97M-V def2-TZVPD def2/J DEFGRID3
* xyz -1 2
Ru -0.0674 0.0271 0.3905
C 4.3144 -1.0787 -1.6344
C 3.5815 0.0336 -0.9011
O 4.4479 1.1504 -0.7474
P 2.9977 -0.4983 0.7466
O 4.2523 -0.3702 1.7069
O 2.6563 -2.0194 0.6472
O 1.8631 0.3523 1.2492
P 2.0581 0.6776 -1.7539
O 2.4372 0.4772 -3.3098
O 0.8710 -0.2547 -1.4645
O 1.9858 2.1160 -1.4104
H 5.1862 -1.3959 -1.0597
H 4.6463 -0.6975 -2.5987
H 3.6633 -1.9370 -1.7897
H 3.8659 1.9328 -0.7693
H 3.9704 -0.2661 2.6263
H 1.7023 -2.1727 0.9479
H 2.1103 1.2382 -3.8041
Br -12.4061 2.3050 -3.7741
C -10.6405 1.9631 -3.1620
C -10.2787 0.6756 -2.8104
C -8.9866 0.4407 -2.3658
C -8.0652 1.4743 -2.2711
C -8.4487 2.7637 -2.6289
C -9.7354 3.0101 -3.0747
N -6.7631 1.1147 -1.7982
N -5.9801 2.0767 -1.7219
C -4.6578 1.8659 -1.3182
C -3.9068 3.0213 -1.2794
C -2.5634 3.0825 -0.9101
C -1.9106 1.9184 -0.5553
O -0.6589 1.8581 -0.2198
C -2.6778 0.6924 -0.5848
N -1.9615 -0.4022 -0.2087
C -2.5258 -1.5832 -0.1711
C -3.8758 -1.7377 -0.5279
C -4.6200 -0.6622 -0.9120
C -4.0288 0.6313 -0.9525
H -10.9941 -0.1317 -2.8822
H -8.6742 -0.5566 -2.0828
H -7.7293 3.5668 -2.5528
H -10.0369 4.0106 -3.3533
H -4.4310 3.9274 -1.5620
H -2.0116 4.0117 -0.8959
H -1.9119 -2.4069 0.1636
H -4.3163 -2.7240 -0.4807
H -5.6560 -0.7756 -1.1793
O -1.5381 -2.3443 2.8261
S -0.3767 -1.5334 2.5895
O 0.6962 -1.6482 3.5361
O -0.7607 -0.0788 2.3166
O 0.1918 -1.8651 1.1487
*
```

Gap between HOMO and LUMO (spin up / spin down) = 6.86 / 6.75 eV
Highest occupied orbital energy (spin up / spin down) = -5.46 / -5.51 eV
Energy above the lowest of the compared OMol25 structures with the same formula, charge and spin = 0.0 kcal/mol

Löwdin atomic charge list, values in e, 8 entries:
1 Ru 1.4244
2 C -0.0689
3 C -0.5893
4 O -0.0623
5 P 0.4929
6 O -0.0825
7 O -0.1248
8 O -0.3512